Record 1
Here is the ion C21H32F10IN4O with charge +1 in a non-equilibrium geometry from the Open Molecules 2025 dataset. Energies are from ωB97M-V/def2-TZVPD.

As for the spin multiplicity: 1. As for the total energy: -2409.57806 Eh. Its net charge is +1. As for the structure (SMILES): CC[C@H](I)N(c1nc(CCOCC(F)(F)C(F)(F)C(F)(F)C(F)F)n(C[C@@H](C)F)[n+]1CC(C)C)[C@H](C)F. The HOMO energy is -12.05 eV.

The geometry in XYZ format:
```
69
C21H32F10IN4O (ωB97M-V/def2-TZVPD)
C -3.746 -2.318 -3.800
C -2.927 -0.988 -3.371
C -3.367 -0.627 -1.848
I -5.479 0.018 -2.029
N -2.609 0.466 -1.249
C -2.016 0.538 -0.056
N -1.211 1.615 0.471
C -0.710 1.303 1.755
C 0.206 2.166 2.688
C 1.083 3.151 1.765
O 2.502 2.878 1.918
C 3.270 3.685 1.013
C 3.516 2.889 -0.347
F 2.827 3.611 -1.365
F 2.869 1.645 -0.270
C 5.034 2.804 -0.825
F 5.964 2.897 0.209
F 5.250 3.951 -1.626
C 5.257 1.555 -1.786
F 6.431 1.840 -2.524
F 4.242 1.448 -2.754
C 5.524 0.168 -1.051
F 5.234 0.173 0.318
F 6.827 -0.280 -1.282
N -1.284 -0.005 1.968
C -0.891 -0.593 3.262
C 0.651 -1.100 3.132
C 0.724 -2.587 3.757
F 1.044 -1.254 1.764
N -2.066 -0.455 0.951
C -2.722 -1.756 1.135
C -1.731 -2.958 0.683
C -1.002 -2.704 -0.707
C -2.428 -4.396 0.812
C -2.459 1.705 -2.089
C -0.979 1.918 -2.631
F -2.974 2.859 -1.405
H -4.645 -1.977 -4.419
H -3.128 -3.018 -4.439
H -4.183 -2.864 -2.903
H -3.266 -0.185 -4.103
H -1.810 -1.157 -3.459
H -3.354 -1.631 -1.356
H 0.941 1.584 3.317
H -0.447 2.757 3.414
H 0.896 4.207 2.134
H 0.848 3.016 0.663
H 2.647 4.612 0.761
H 4.206 4.058 1.523
H 4.821 -0.596 -1.526
H -1.469 -1.490 3.615
H -0.890 0.149 4.133
H 1.371 -0.486 3.748
H 1.688 -3.099 3.417
H 0.810 -2.509 4.891
H -0.184 -3.212 3.506
H -3.746 -1.840 0.630
H -2.974 -2.008 2.224
H -0.907 -2.953 1.479
H -1.665 -3.095 -1.537
H -0.075 -3.377 -0.710
H -0.619 -1.653 -0.867
H -3.000 -4.369 1.805
H -3.079 -4.672 -0.067
H -1.578 -5.141 0.986
H -3.122 1.661 -3.016
H -0.843 1.231 -3.529
H -0.927 2.979 -3.051
H -0.173 1.815 -1.849
```

Atomic partial charges in e from the Löwdin method, atoms 1 to 4:
1. C -0.14
2. C -0.28
3. C -0.64
4. I 0.89

Record 2
Here is a cluster of 4 separate species, C27H36N6O4 in total in a non-equilibrium geometry from the Open Molecules 2025 dataset. Energies are from ωB97M-V/def2-TZVPD.

As for the spin multiplicity: 1. As for the total energy: -1678.49028 Eh. Its net charge is +4. The HOMO energy is -17.13 eV.

The geometry in XYZ format:
```
73
C27H36N6O4 (ωB97M-V/def2-TZVPD)
N 26.498 17.994 -12.917
O 25.641 18.861 -12.999
O 27.705 18.316 -13.024
O 26.202 16.766 -12.739
C 30.595 16.021 -12.401
C 30.753 16.123 -13.879
O 31.589 15.646 -14.559
N 29.855 17.161 -14.548
H 29.731 16.696 -15.452
H 28.916 17.221 -14.112
C 30.625 18.436 -14.833
H 29.706 15.448 -12.137
H 30.462 17.038 -12.023
H 31.486 15.585 -11.964
H 31.192 18.259 -15.741
H 31.173 18.720 -13.945
H 29.887 19.175 -15.140
C 21.053 11.842 -15.917
N 21.246 13.285 -15.630
C 22.443 13.730 -15.228
C 22.675 15.072 -15.030
C 21.646 16.005 -15.189
C 20.422 15.494 -15.600
C 20.250 14.155 -15.869
C 21.891 17.458 -15.052
C 23.151 17.992 -15.350
C 23.317 19.344 -15.217
N 22.339 20.160 -14.780
C 21.154 19.644 -14.438
C 20.935 18.283 -14.482
C 22.436 21.637 -15.040
H 20.558 11.362 -15.075
H 21.987 11.378 -16.207
H 20.346 11.784 -16.743
H 23.241 13.015 -15.097
H 23.618 15.402 -14.606
H 19.589 16.094 -15.950
H 19.306 13.735 -16.187
H 23.981 17.382 -15.668
H 24.233 19.840 -15.511
H 20.381 20.342 -14.150
H 19.920 17.966 -14.283
H 23.342 21.986 -14.546
H 21.564 22.091 -14.589
H 22.564 21.760 -16.110
C 24.844 16.123 -9.439
N 25.986 15.363 -8.883
C 26.895 14.891 -9.778
C 27.905 14.087 -9.322
C 27.891 13.600 -8.003
C 26.986 14.174 -7.114
C 26.040 15.052 -7.592
C 28.942 12.682 -7.504
C 30.290 13.059 -7.495
C 31.243 12.210 -6.992
N 30.897 10.984 -6.561
C 29.638 10.541 -6.624
C 28.664 11.376 -7.130
C 32.001 10.106 -6.004
H 24.364 16.643 -8.617
H 24.194 15.495 -10.040
H 25.223 16.888 -10.119
H 26.643 15.114 -10.809
H 28.708 13.764 -9.973
H 27.149 13.950 -6.068
H 25.430 15.616 -6.898
H 30.620 14.027 -7.850
H 32.287 12.484 -6.950
H 29.537 9.472 -6.490
H 27.641 11.044 -7.266
H 32.567 9.784 -6.875
H 31.548 9.307 -5.432
H 32.611 10.782 -5.415
```

Atomic partial charges in e from the Löwdin method, atoms 1 to 4:
1. N -0.61
2. O -0.01
3. O -0.07
4. O -0.12

Record 3
Here is a cluster of 6 separate species, C48H100BF10N8O5S in total in a non-equilibrium geometry from the Open Molecules 2025 dataset. Energies are from ωB97M-V/def2-TZVPD.

As for the spin multiplicity: 1. As for the total energy: -4124.62891 Eh. Its net charge is +1. The HOMO energy is -9.04 eV.

The geometry in XYZ format:
```
173
C48H100BF10N8O5S (ωB97M-V/def2-TZVPD)
C -6.584 1.027 8.332
B -5.086 1.086 7.908
O -4.469 2.277 7.924
N -4.248 -0.115 7.513
C -3.971 -1.220 8.301
C -4.491 -1.391 9.686
C -5.857 -2.083 9.659
F -6.232 -2.370 10.925
C -3.191 -2.035 7.604
C -2.606 -3.373 7.919
C -2.580 -3.721 9.409
O -3.293 -4.591 9.854
O -1.752 -2.985 10.182
N -2.960 -1.424 6.385
C -2.110 -1.935 5.304
C -2.836 -2.685 4.193
C -1.795 -3.132 3.147
C -1.723 -2.212 1.913
C -0.435 -1.369 1.836
F -0.764 -0.189 1.308
F 0.042 -1.159 3.073
C 0.579 -2.111 0.935
F 0.164 -2.015 -0.302
F 0.582 -3.376 1.311
S 2.373 -1.506 1.048
F 2.335 -0.969 -0.443
F 1.935 -0.080 1.534
F 2.476 -2.041 2.521
F 2.887 -2.901 0.524
F 3.866 -1.049 1.142
C -3.631 -0.288 6.354
N -3.592 0.485 5.183
C -3.045 1.841 5.355
C -3.857 3.066 5.062
O -1.916 1.914 5.783
C -4.762 0.412 4.343
C -5.886 -0.526 4.758
O -4.831 1.042 3.318
H -6.626 0.859 9.406
H -6.993 2.018 8.177
H -7.178 0.284 7.814
H -3.508 2.195 7.987
H -3.799 -1.888 10.347
H -4.630 -0.389 10.091
H -5.788 -2.981 9.047
H -6.575 -1.432 9.174
H -3.234 -4.120 7.448
H -1.632 -3.446 7.443
H -1.087 -2.563 9.627
H -1.629 -1.074 4.858
H -1.325 -2.566 5.695
H -3.266 -3.597 4.602
H -3.637 -2.118 3.741
H -2.151 -4.092 2.793
H -0.833 -3.324 3.604
H -1.818 -2.774 0.995
H -2.563 -1.530 1.923
H -4.849 3.018 5.497
H -3.337 3.951 5.381
H -3.995 3.113 3.986
H -6.624 -0.563 3.975
H -6.317 -0.270 5.718
H -5.460 -1.525 4.831
C -4.033 7.786 4.885
C -2.756 7.372 4.168
N -2.903 7.319 2.729
C -1.817 6.626 2.060
C -0.411 7.233 2.145
C -3.364 8.542 2.093
C -2.547 9.820 2.317
H -4.874 7.161 4.577
H -3.904 7.674 5.963
H -4.290 8.828 4.696
H -2.492 6.367 4.515
H -1.938 8.036 4.487
H -2.082 6.494 1.008
H -1.771 5.610 2.470
H -0.314 8.121 1.523
H 0.321 6.509 1.781
H -0.133 7.490 3.167
H -4.387 8.733 2.430
H -3.459 8.361 1.020
H -2.301 9.976 3.368
H -3.127 10.684 1.989
H -1.621 9.822 1.744
C 4.989 -1.140 -2.876
C 5.692 -2.362 -3.446
N 7.035 -2.535 -2.932
C 7.823 -3.494 -3.685
C 7.354 -4.953 -3.697
C 7.148 -2.610 -1.486
C 6.340 -3.690 -0.756
H 5.596 -0.243 -3.008
H 4.040 -0.984 -3.392
H 4.765 -1.253 -1.814
H 5.756 -2.236 -4.531
H 5.060 -3.249 -3.275
H 8.857 -3.455 -3.333
H 7.864 -3.143 -4.721
H 7.539 -5.450 -2.745
H 7.905 -5.509 -4.458
H 6.293 -5.042 -3.936
H 6.859 -1.639 -1.074
H 8.204 -2.715 -1.225
H 5.300 -3.722 -1.086
H 6.334 -3.478 0.316
H 6.772 -4.682 -0.882
C 3.766 -9.327 -8.133
C 3.696 -8.002 -7.389
N 2.632 -7.958 -6.404
C 2.347 -6.621 -5.917
C 3.446 -5.888 -5.140
C 2.660 -9.007 -5.400
C 3.927 -9.156 -4.549
H 2.798 -9.583 -8.565
H 4.490 -9.255 -8.946
H 4.085 -10.145 -7.485
H 3.506 -7.216 -8.125
H 4.682 -7.785 -6.950
H 1.442 -6.657 -5.304
H 2.078 -6.007 -6.783
H 3.577 -6.297 -4.138
H 3.172 -4.837 -5.021
H 4.406 -5.917 -5.657
H 2.479 -9.960 -5.904
H 1.798 -8.879 -4.740
H 4.834 -9.147 -5.154
H 3.900 -10.111 -4.020
H 4.010 -8.375 -3.794
C -2.512 3.673 -0.758
C -3.316 3.683 -2.049
N -3.599 5.021 -2.527
C -4.613 5.064 -3.566
C -4.308 4.374 -4.900
C -2.441 5.873 -2.733
C -1.345 5.374 -3.680
H -2.991 4.293 0.003
H -2.443 2.655 -0.370
H -1.493 4.034 -0.908
H -4.270 3.185 -1.854
H -2.793 3.069 -2.799
H -4.873 6.108 -3.758
H -5.524 4.617 -3.154
H -3.584 4.932 -5.492
H -5.221 4.308 -5.494
H -3.935 3.358 -4.763
H -1.982 6.062 -1.757
H -2.785 6.854 -3.067
H -1.064 4.341 -3.474
H -0.448 5.985 -3.554
H -1.638 5.450 -4.726
C 4.452 1.405 -9.367
C 3.789 2.108 -8.191
N 3.165 1.190 -7.259
C 2.273 1.837 -6.316
C 2.881 2.838 -5.327
C 4.033 0.168 -6.703
C 5.292 0.627 -5.960
H 3.753 0.731 -9.862
H 4.785 2.143 -10.098
H 5.328 0.832 -9.061
H 3.011 2.764 -8.590
H 4.528 2.763 -7.703
H 1.733 1.067 -5.757
H 1.503 2.358 -6.896
H 3.456 2.341 -4.547
H 2.084 3.393 -4.831
H 3.524 3.567 -5.823
H 4.342 -0.494 -7.518
H 3.442 -0.472 -6.042
H 5.851 1.380 -6.517
H 5.958 -0.225 -5.809
H 5.059 1.028 -4.976
```

Atomic partial charges in e from the Löwdin method, atoms 1 to 4:
1. C 0.04
2. B -0.51
3. O 0.22
4. N 0.23

Record 4
Here is a cluster of 2 separate species, C16H35BBr2NO3P in total in a non-equilibrium geometry from the Open Molecules 2025 dataset. Energies are from ωB97M-V/def2-TZVPD.

As for the spin multiplicity: 1. As for the total energy: -6425.29025 Eh. Its net charge is 0. The HOMO energy is -5.94 eV.

The geometry in XYZ format:
```
59
C16H35BBr2NO3P (ωB97M-V/def2-TZVPD)
C -1.548 -2.040 -2.160
C -2.522 -2.382 -3.307
Br -4.355 -2.520 -2.494
C -2.552 -1.364 -4.476
B -1.544 -0.080 -4.349
P -2.186 1.572 -3.475
O -2.504 1.276 -1.823
Br -4.147 2.022 -4.543
O -1.525 0.422 -5.767
C -0.212 0.646 -6.234
C 0.604 -0.398 -5.390
O -0.099 -0.320 -4.151
H -1.685 -1.026 -1.776
H -0.526 -2.292 -2.492
H -1.772 -2.742 -1.323
H -2.299 -3.414 -3.644
H -3.589 -0.979 -4.566
H -2.321 -1.901 -5.422
H -2.142 2.041 -1.357
H -0.074 0.657 -7.331
H 0.045 1.630 -5.763
H 0.317 -1.421 -5.742
H 1.693 -0.214 -5.323
C 0.217 -0.958 -0.475
C 0.200 0.512 -0.077
C 1.402 0.949 0.763
C 1.730 0.176 2.029
N 0.853 0.361 3.252
C 0.807 1.798 3.737
C -0.401 2.422 3.063
C -1.417 1.291 2.993
C -0.615 -0.006 2.989
C 1.349 -0.562 4.359
C 2.701 -0.231 4.987
C 3.953 -0.628 4.195
H 0.221 -1.633 0.391
H -0.711 -1.195 -1.088
H 1.093 -1.186 -1.086
H -0.739 0.751 0.429
H 0.198 1.108 -0.993
H 1.346 2.022 0.969
H 2.284 0.849 0.121
H 2.717 0.516 2.332
H 1.789 -0.896 1.840
H 0.654 1.775 4.817
H 1.749 2.294 3.510
H -0.162 2.789 2.066
H -0.781 3.276 3.623
H -2.058 1.379 2.116
H -2.078 1.316 3.861
H -0.683 -0.579 2.069
H -0.961 -0.650 3.795
H 1.335 -1.575 3.956
H 0.598 -0.503 5.148
H 2.735 -0.795 5.921
H 2.762 0.821 5.274
H 3.785 -1.513 3.580
H 4.771 -0.849 4.882
H 4.306 0.184 3.560
```

Atomic partial charges in e from the Löwdin method, atoms 1 to 4:
1. C -0.22
2. C -0.65
3. Br 0.57
4. C -0.17

Record 5
Here is a cluster of 3 separate species, C2H8O5Si in total in a non-equilibrium geometry from the Open Molecules 2025 dataset. Energies are from ωB97M-V/def2-TZVPD.

As for the spin multiplicity: 1. As for the total energy: -746.77806 Eh. Its net charge is 0. As for the structure (SMILES): O=[Si](O)O.CC=O.O. The HOMO energy is -9.50 eV.

The geometry in XYZ format:
```
16
C2H8O5Si (ωB97M-V/def2-TZVPD)
C 2.264 -1.122 -0.081
C 1.696 0.213 0.261
O 1.413 1.015 -0.565
O -2.043 -0.937 -0.839
O -2.965 0.053 1.231
O -0.996 1.946 -0.231
O -0.234 -0.619 1.356
Si -1.554 -0.421 0.627
H 2.548 -1.124 -1.150
H 3.271 -1.240 0.367
H 1.608 -1.972 -0.112
H 1.761 0.663 1.285
H -1.120 2.825 -0.684
H -1.553 -1.286 -1.623
H -3.807 0.474 0.934
H -0.288 1.531 -0.774
```

Atomic partial charges in e from the Löwdin method, atoms 1 to 4:
1. C -0.05
2. C -0.38
3. O 0.00
4. O -0.10

Record 6
Here is a cluster of 2 separate species, C5H13N2 in total in a non-equilibrium geometry from the Open Molecules 2025 dataset. Energies are from ωB97M-V/def2-TZVPD.

As for the spin multiplicity: 1. As for the total energy: -307.56406 Eh. Its net charge is +1. The HOMO energy is -12.28 eV.

The geometry in XYZ format:
```
20
C5H13N2 (ωB97M-V/def2-TZVPD)
C 1.328 -1.966 1.555
C 1.851 -0.844 0.722
C 3.134 -0.586 0.474
C 0.801 -0.063 -0.054
H 0.623 -1.613 2.313
H 2.140 -2.500 2.042
H 0.749 -2.670 0.948
H 3.392 0.284 -0.114
H 3.929 -1.142 0.952
H 1.259 0.814 -0.513
H 0.027 0.277 0.647
H 0.346 -0.743 -0.783
N -3.274 0.679 -0.508
C -2.732 1.654 -1.222
N -1.447 1.826 -1.299
H -2.652 -0.017 -0.117
H -4.236 0.437 -0.701
H -3.406 2.297 -1.773
H -1.072 2.670 -1.715
H -0.761 1.206 -0.854
```

Atomic partial charges in e from the Löwdin method, atoms 1 to 4:
1. C -0.07
2. C -0.42
3. C 0.06
4. C -0.11

Record 7
Here is a cluster of 4 separate species, C2H11NO3 in total in a non-equilibrium geometry from the Open Molecules 2025 dataset. Energies are from ωB97M-V/def2-TZVPD.

As for the spin multiplicity: 1. As for the total energy: -363.23050 Eh. Its net charge is 0. As for the structure (SMILES): C=NC.O.O.O. The HOMO energy is -9.88 eV.

The geometry in XYZ format:
```
17
C2H11NO3 (ωB97M-V/def2-TZVPD)
C -0.330 -1.154 -1.425
C -2.463 -1.033 -0.554
N -1.621 -0.495 -1.311
H -0.074 -1.189 -2.492
H 0.479 -0.621 -0.945
H -0.372 -2.188 -1.096
H -3.470 -0.654 -0.432
H -2.185 -1.903 0.050
H 7.096 0.857 0.058
H 5.585 0.685 0.248
O 6.397 0.192 0.084
H -1.548 0.663 2.243
H -0.051 0.601 2.529
O -0.759 0.127 2.081
H -2.242 1.244 0.283
H -1.915 2.742 0.131
O -2.526 2.126 0.547
```

Atomic partial charges in e from the Löwdin method, atoms 1 to 4:
1. C -0.14
2. C -0.09
3. N -0.08
4. H 0.07